Entry from OMol25: a molecular structure, C45H53Cl2GeN5O2ReSi (ωB97M-V/def2-TZVPD).

The geometry in XYZ format:
```
110
C45H53Cl2GeN5O2ReSi (ωB97M-V/def2-TZVPD)
Re 0.0145 0.0335 0.2437
Cl 1.2442 -5.3223 4.3221
C 0.6919 -3.7922 3.7778
C 0.4998 -3.5982 2.4143
C 0.0699 -2.3670 1.9634
N -0.2406 -2.1125 0.5472
C 0.7555 -2.7556 -0.2704
O 0.5225 -3.6751 -0.9980
C 2.0947 -2.1348 -0.1010
C 3.2385 -2.8752 -0.2861
C 4.4648 -2.2709 -0.0432
C 4.4739 -0.9450 0.3391
C 3.2761 -0.2591 0.4601
N 2.0830 -0.8355 0.2712
C -0.1748 -1.3197 2.8521
C -0.0174 -1.5179 4.2113
C 0.4210 -2.7546 4.6737
Cl 0.6220 -2.9760 6.3610
N -0.6361 -0.1540 2.2164
C -1.8072 0.4231 2.6109
O -2.2774 0.4756 3.7218
C -2.5796 0.9178 1.4089
C -3.8326 1.4725 1.5553
C -4.5537 1.8039 0.4190
C -3.9870 1.5684 -0.8262
C -2.7197 1.0244 -0.8999
N -2.0182 0.6987 0.1995
H 0.6677 -4.4245 1.7358
H 3.1498 -3.9069 -0.5943
H 5.3860 -2.8262 -0.1538
H 5.3971 -0.4187 0.5284
H 3.2906 0.7819 0.7221
H -0.2319 -0.7227 4.9103
H -4.2156 1.6099 2.5572
H -5.5438 2.2315 0.5008
H -4.5153 1.8022 -1.7392
H -2.2459 0.8520 -1.8527
C 0.2217 -0.1065 -1.8775
Si 1.3322 1.3068 -2.4470
C 1.0269 2.6631 -1.1389
N 0.5752 2.2298 0.2371
C -0.4981 3.1976 0.6720
C -0.0186 4.6430 0.7448
C 1.2607 4.7814 1.5857
C 1.5668 3.4609 2.2732
C 1.7006 2.3342 1.2568
C 3.1179 0.7875 -2.5578
C 3.4523 -0.4302 -3.1580
C 4.7776 -0.7814 -3.3732
C 5.7945 0.0776 -2.9799
C 5.4845 1.2910 -2.3812
C 4.1575 1.6432 -2.1799
C 0.7634 2.0212 -4.0690
C -0.5125 2.5822 -4.1932
C -0.9652 3.0784 -5.4039
C -0.1422 3.0206 -6.5212
C 1.1241 2.4674 -6.4213
C 1.5736 1.9725 -5.2046
H 0.6671 -1.0552 -2.1971
H -0.7124 -0.0398 -2.4389
H 0.2146 3.2529 -1.5669
H 1.8631 3.3587 -1.0434
H -0.8495 2.8803 1.6507
H -1.3229 3.1250 -0.0321
H -0.8360 5.2191 1.1805
H 0.1295 5.0419 -0.2578
H 1.1517 5.5698 2.3281
H 2.1042 5.0662 0.9534
H 0.8057 3.2201 3.0179
H 2.5136 3.5130 2.8126
H 1.7730 1.3889 1.7996
H 2.6200 2.4886 0.6908
H 2.6722 -1.1050 -3.4920
H 5.0176 -1.7166 -3.8608
H 6.8275 -0.1897 -3.1561
H 6.2753 1.9699 -2.0924
H 3.9376 2.6099 -1.7409
H -1.1726 2.6402 -3.3313
H -1.9516 3.5149 -5.4799
H -0.4893 3.4115 -7.4677
H 1.7655 2.4244 -7.2902
H 2.5688 1.5508 -5.1421
C -2.6714 -5.7767 -1.8526
C -3.1786 -4.7917 -2.8992
C -3.5774 -3.4241 -2.3533
C -2.4181 -2.6104 -1.7469
Ge -2.0429 -2.9985 0.1204
C -3.3265 -2.2183 1.3553
C -4.4254 -3.2442 1.6776
C -5.4817 -2.6720 2.6244
C -6.3945 -1.6535 1.9522
H -2.6379 -6.7865 -2.2579
H -3.3299 -5.8015 -0.9800
H -1.6627 -5.5319 -1.5165
H -4.0487 -5.2153 -3.4036
H -2.4165 -4.6530 -3.6709
H -4.3891 -3.5386 -1.6273
H -3.9926 -2.8354 -3.1748
H -2.6899 -1.5529 -1.7454
H -1.5150 -2.7200 -2.3494
H -1.6733 -4.3972 0.5991
H -3.7697 -1.3286 0.9045
H -2.8335 -1.9247 2.2855
H -3.9746 -4.1369 2.1179
H -4.9173 -3.5682 0.7541
H -4.9779 -2.2108 3.4789
H -6.0832 -3.4892 3.0250
H -5.8339 -0.7937 1.5756
H -7.1409 -1.2753 2.6486
H -6.9237 -2.1013 1.1093
```

As for the spin multiplicity: 4. As for the energy above the lowest of the compared OMol25 structures with the same formula, charge and spin: 0.0 kJ/mol. Its highest occupied orbital energy (spin up / spin down) is -13.31 / -13.41 eV. Its net charge is +2. The HOMO-LUMO gap (spin up / spin down) comes out at 7.37 / 6.20 eV. The largest force on an atom is 0.4 eV/Å.